{"formula": "C36H29CuNO3P2S", "method": "wB97M-V/def2-TZVPD", "symbols": ["Cu", "O", "S", "O", "O", "C", "C", "C", "C", "C", "C", "P", "C", "C", "C", "C", "C", "C", "C", "C", "C", "C", "C", "C", "H", "H", "H", "H", "H", "H", "H", "H", "H", "H", "H", "H", "H", "H", "N", "P", "C", "C", "C", "C", "C", "C", "C", "C", "C", "C", "C", "C", "C", "C", "C", "C", "C", "C", "H", "H", "H", "H", "H", "H", "H", "H", "H", "H", "H", "H", "H", "H", "H"], "xyz": [[0.498, 0.973, -1.376], [-0.167, 0.614, -3.241], [1.021, 0.327, -4.079], [0.863, 0.768, -5.445], [2.232, 0.734, -3.409], [1.068, -1.474, -4.153], [0.841, -2.061, -5.392], [0.885, -3.440, -5.534], [1.167, -4.238, -4.435], [1.387, -3.649, -3.201], [1.324, -2.266, -3.031], [1.612, -1.513, -1.371], [0.295, -2.246, -0.333], [0.296, -1.814, 0.998], [-0.686, -2.235, 1.879], [-1.706, -3.068, 1.436], [-1.736, -3.473, 0.111], [-0.740, -3.066, -0.771], [3.078, -2.515, -0.888], [4.276, -2.154, -1.511], [5.450, -2.834, -1.233], [5.451, -3.874, -0.311], [4.271, -4.227, 0.325], [3.089, -3.553, 0.036], [0.647, -1.415, -6.236], [0.712, -3.889, -6.505], [1.218, -5.315, -4.538], [1.615, -4.274, -2.345], [1.038, -1.092, 1.321], [-0.676, -1.878, 2.901], [-2.489, -3.379, 2.118], [-2.541, -4.104, -0.247], [-0.786, -3.378, -1.806], [4.277, -1.332, -2.219], [6.368, -2.546, -1.729], [6.370, -4.402, -0.086], [4.264, -5.034, 1.048], [2.173, -3.843, 0.536], [0.470, 1.346, 0.454], [-0.675, 2.107, 1.119], [-2.409, 1.543, 0.840], [-3.536, 2.289, 1.183], [-4.810, 1.785, 0.965], [-4.971, 0.528, 0.395], [-3.856, -0.216, 0.041], [-2.582, 0.291, 0.261], [-0.833, 3.916, 0.806], [-1.260, 4.838, 1.759], [-1.367, 6.186, 1.441], [-1.044, 6.624, 0.164], [-0.605, 5.714, -0.787], [-0.494, 4.370, -0.466], [-0.529, 2.061, 2.947], [0.654, 2.563, 3.490], [0.888, 2.503, 4.854], [-0.056, 1.928, 5.698], [-1.229, 1.415, 5.168], [-1.465, 1.482, 3.798], [-3.423, 3.274, 1.618], [-5.678, 2.376, 1.234], [-5.966, 0.135, 0.219], [-3.971, -1.193, -0.413], [-1.703, -0.276, -0.026], [-1.499, 4.507, 2.764], [-1.698, 6.893, 2.192], [-1.126, 7.676, -0.085], [-0.342, 6.052, -1.783], [-0.136, 3.652, -1.196], [1.398, 2.986, 2.825], [1.811, 2.897, 5.262], [0.127, 1.878, 6.764], [-1.965, 0.957, 5.818], [-2.382, 1.075, 3.393]], "forces_ev_per_angstrom": [[-0.3, -0.1, 0.2], [0.0, 0.0, 0.2], [-0.2, -0.2, -0.4], [0.0, -0.1, 0.0], [0.6, 0.1, 0.0], [-0.1, 0.1, -0.1], [0.0, 0.0, 0.0], [0.0, 0.1, 0.0], [0.0, 0.0, 0.0], [0.0, 0.0, 0.0], [0.0, 0.0, 0.1], [0.0, 0.0, 0.0], [0.0, 0.0, 0.0], [0.1, 0.0, 0.0], [0.0, 0.0, 0.0], [0.0, 0.0, 0.0], [0.0, 0.0, 0.0], [0.0, 0.0, 0.0], [0.0, 0.1, -0.1], [0.0, 0.0, 0.0], [0.0, 0.0, 0.0], [0.0, 0.0, 0.0], [0.0, 0.0, 0.0], [0.0, 0.0, 0.0], [0.0, 0.0, 0.0], [0.0, 0.0, 0.0], [0.0, 0.0, 0.0], [0.0, 0.0, 0.0], [0.0, 0.0, 0.0], [0.0, 0.0, 0.0], [0.0, 0.0, 0.0], [0.0, 0.0, 0.0], [0.0, 0.0, 0.0], [0.0, 0.0, 0.0], [0.0, 0.0, 0.0], [0.0, 0.0, 0.0], [0.0, 0.0, 0.0], [0.0, 0.0, 0.0], [0.1, 0.1, -0.1], [0.0, -0.1, 0.1], [0.0, 0.0, 0.0], [0.0, 0.0, 0.0], [0.0, 0.0, 0.0], [0.0, 0.0, 0.0], [0.0, 0.0, 0.0], [0.0, 0.0, 0.0], [0.0, 0.0, 0.0], [0.0, 0.0, 0.0], [0.0, 0.0, 0.0], [0.0, 0.0, 0.0], [0.0, 0.0, 0.0], [0.0, 0.0, 0.0], [0.0, 0.0, 0.0], [0.0, 0.0, 0.0], [0.0, 0.0, 0.0], [0.0, 0.0, 0.0], [0.0, 0.0, 0.0], [0.0, 0.0, 0.0], [0.0, 0.0, 0.0], [0.0, 0.0, 0.0], [0.0, 0.0, 0.0], [0.0, 0.0, 0.0], [0.0, 0.0, 0.0], [0.0, 0.0, 0.0], [0.0, 0.0, 0.0], [0.0, 0.0, 0.0], [0.0, 0.0, 0.0], [0.0, 0.0, 0.0], [0.0, 0.0, 0.0], [0.0, 0.0, 0.0], [0.0, 0.0, 0.0], [0.0, 0.0, 0.0], [0.0, 0.0, 0.0]], "mulliken_charge": [-0.788, -0.549, 1.589, -0.773, -0.635, -0.208, -0.517, -0.566, -0.726, -0.203, 0.093, 1.053, 0.930, -0.491, -0.653, -0.468, -0.823, -0.350, -0.167, -0.499, -0.577, -0.431, -0.676, -0.214, 0.549, 0.374, 0.390, 0.470, 0.377, 0.405, 0.358, 0.393, 0.345, 0.449, 0.386, 0.351, 0.385, 0.339, -0.379, 1.935, -0.121, 0.013, -0.725, -0.526, -0.720, 0.050, 0.514, -0.587, -0.700, -0.427, -0.697, -0.527, -0.103, -0.186, -0.669, -0.370, -0.775, -0.178, 0.342, 0.393, 0.375, 0.448, 0.046, 0.376, 0.380, 0.358, 0.423, 0.215, 0.423, 0.388, 0.368, 0.382, 0.335], "lumo_energy_ha": 0.0979, "fmax_ha_per_bohr": 0.0123, "charge": -1, "gap_ha": 0.259}

{"formula": "C36H29N10OSTa", "method": "wB97M-V/def2-TZVPD", "symbols": ["Ta", "C", "C", "N", "N", "C", "N", "S", "C", "C", "C", "C", "C", "N", "H", "H", "H", "H", "H", "H", "H", "H", "H", "O", "C", "N", "C", "C", "C", "C", "C", "C", "N", "C", "C", "C", "C", "C", "N", "H", "H", "H", "H", "H", "H", "H", "H", "H", "H", "N", "C", "C", "C", "C", "C", "C", "C", "C", "C", "C", "C", "C", "N", "C", "C", "C", "C", "N", "H", "H", "H", "H", "H", "H", "H", "H", "H", "H"], "xyz": [[0.579, -0.609, 1.294], [0.248, -4.233, -1.270], [0.640, -2.882, -0.703], [0.652, -2.767, 0.551], [0.274, -3.896, 1.214], [-0.125, -3.640, 2.412], [-0.684, -4.546, 3.212], [0.053, -2.089, 3.186], [1.110, -1.773, -1.601], [1.257, -1.925, -2.950], [1.846, -0.913, -3.700], [2.204, 0.225, -2.994], [2.046, 0.332, -1.610], [1.447, -0.664, -0.947], [0.307, -4.300, -2.338], [0.769, -5.048, -0.778], [-0.803, -4.316, -1.009], [-0.561, -5.534, 3.126], [-1.046, -4.278, 4.092], [0.903, -2.763, -3.570], [2.001, -1.080, -4.782], [2.611, 1.077, -3.461], [2.390, 1.177, -1.092], [0.924, 2.012, 4.513], [0.504, 1.369, 3.593], [1.294, 0.527, 2.813], [2.671, 0.617, 3.162], [3.513, -0.205, 2.288], [4.893, -0.108, 2.222], [5.574, -0.950, 1.381], [4.885, -1.972, 0.679], [3.567, -2.079, 0.907], [2.866, -1.094, 1.572], [-0.950, 1.258, 3.416], [-1.874, 2.069, 4.042], [-3.208, 1.894, 3.848], [-3.626, 0.866, 3.074], [-2.620, 0.111, 2.364], [-1.313, 0.378, 2.510], [3.132, 1.580, 3.174], [2.918, 0.258, 4.148], [5.431, 0.681, 2.722], [6.641, -0.700, 1.243], [5.388, -2.597, -0.070], [2.929, -2.779, 0.384], [-1.538, 2.812, 4.731], [-3.837, 2.641, 4.305], [-4.684, 0.605, 2.868], [-2.860, -0.559, 1.578], [-4.099, 4.546, -6.577], [-3.550, 3.968, -5.729], [-2.976, 3.276, -4.555], [-3.597, 3.430, -3.323], [-3.106, 2.714, -2.254], [-1.982, 1.917, -2.403], [-1.300, 1.803, -3.636], [-1.829, 2.509, -4.685], [-1.370, 1.186, -1.268], [-1.815, -0.041, -0.864], [-2.900, -0.703, -1.427], [-2.999, -1.938, -0.822], [-1.983, -1.976, 0.130], [-1.251, -0.867, 0.109], [-0.328, 1.895, -0.680], [0.068, 3.196, -1.015], [0.974, 3.578, -0.020], [1.086, 2.525, 0.907], [0.347, 1.481, 0.480], [-4.471, 4.077, -3.192], [-3.677, 2.660, -1.310], [-0.458, 1.107, -3.764], [-1.442, 2.429, -5.652], [-3.515, -0.231, -2.202], [-3.749, -2.719, -0.879], [-1.841, -2.708, 0.893], [-0.198, 3.832, -1.826], [1.499, 4.503, 0.077], [1.718, 2.363, 1.738]], "forces_ev_per_angstrom": [[-0.6, 0.5, -0.1], [-0.2, 1.0, 0.1], [0.6, -1.7, -3.4], [0.3, 1.4, 1.4], [-0.1, -0.4, 0.2], [0.2, 0.3, 1.0], [0.0, -0.8, -0.2], [-0.2, 0.4, -0.3], [-0.8, -1.3, 1.4], [-0.1, -0.5, -2.1], [-0.1, 0.1, 0.4], [0.3, 0.0, 0.3], [-0.9, -1.8, -1.4], [0.4, 0.6, 1.3], [0.3, 0.0, -0.4], [0.1, 0.0, 0.0], [-0.3, -0.4, 0.1], [0.1, -0.4, -0.6], [-0.1, 0.5, 0.8], [0.2, 0.1, 1.1], [-0.1, 0.5, 0.8], [0.6, 0.7, -0.7], [0.1, 1.0, 0.7], [0.9, 0.8, 0.2], [-0.2, -0.6, 1.2], [-0.4, 0.5, 0.0], [1.3, -0.5, 0.2], [0.0, -0.1, -0.1], [0.5, 0.0, -0.2], [0.6, 0.3, -0.5], [1.9, 0.3, 0.1], [-2.0, 1.2, -0.8], [-1.0, -1.6, -0.7], [-0.3, 0.7, -0.5], [1.6, -0.1, 0.6], [-0.5, 0.9, 0.5], [0.1, -2.4, -2.3], [-0.6, 2.0, 1.1], [-0.5, -1.3, -0.9], [-0.4, 1.3, 0.0], [-0.4, -0.3, 0.9], [-0.1, 0.0, 0.3], [-0.6, -0.7, -0.1], [-0.2, 0.1, 0.7], [0.3, -0.1, 0.2], [0.4, 0.4, 0.2], [-0.5, -0.3, 0.1], [0.8, 0.4, 0.3], [-0.5, -0.6, -0.1], [1.0, -1.0, 1.3], [-0.5, 0.5, -0.2], [-0.6, 1.2, -0.7], [-0.5, 0.3, -0.1], [-0.3, -0.7, 0.9], [0.6, -0.7, -0.7], [-0.7, -0.1, 0.9], [-0.5, -0.1, 0.0], [0.7, 1.3, 0.2], [0.0, -0.8, 0.2], [-0.9, 0.1, -1.0], [-0.6, -0.5, 0.6], [-0.6, 0.0, -0.2], [1.2, 0.7, 0.1], [0.0, -0.4, 0.5], [1.4, 0.4, 1.5], [-0.1, -0.2, 0.2], [-0.5, -0.3, -2.1], [-0.4, -0.8, 0.1], [0.3, -0.4, -0.2], [0.6, 0.4, -0.5], [-0.4, 0.6, 0.1], [0.8, -0.2, -1.3], [0.2, -0.5, 0.4], [0.1, 0.3, -0.4], [0.1, -0.5, 0.1], [-0.4, 0.0, -0.5], [0.1, 0.4, -0.1], [0.4, 0.6, 0.5]], "mulliken_charge": [1.270, -1.363, 0.703, 0.824, -1.759, 0.724, -0.417, -0.569, 1.097, -0.836, -0.904, -1.405, -0.419, 0.495, 0.440, 0.328, 0.348, 0.255, 0.207, 0.321, 0.488, 0.571, 0.829, -0.584, 0.057, 0.460, -1.371, 1.033, -1.056, -0.338, -1.092, -0.267, 0.108, 0.635, -0.927, -0.502, -1.179, -0.165, 0.470, 0.658, 0.650, 0.499, 0.396, 0.466, 0.537, 0.579, 0.483, 0.457, 0.630, -0.441, -0.334, 0.610, -0.760, 0.176, -0.837, 0.096, -0.826, 1.756, -0.556, -0.812, -1.913, -0.782, 2.353, -0.335, -0.909, -1.715, -0.401, 0.737, 0.461, 0.455, 0.271, 0.559, 0.688, 0.499, 0.640, 0.662, 0.526, 0.265], "lumo_energy_ha": -0.2497, "fmax_ha_per_bohr": 0.0742, "charge": 2, "gap_ha": 0.249, "de_lowest_ev": 0.000}

{"formula": "C36H30AgNO2P2", "method": "wB97M-V/def2-TZVPD", "symbols": ["Ag", "C", "C", "P", "C", "C", "C", "C", "C", "C", "C", "C", "C", "C", "C", "C", "P", "C", "C", "C", "C", "C", "C", "C", "C", "C", "C", "C", "C", "H", "H", "H", "H", "H", "H", "H", "H", "H", "H", "H", "H", "H", "H", "H", "H", "H", "H", "H", "H", "H", "H", "H", "H", "O", "C", "O", "C", "C", "C", "C", "C", "C", "C", "C", "C", "N", "H", "H", "H", "H", "H", "H"], "xyz": [[0.210, 1.272, -1.137], [2.971, -0.313, 0.294], [2.658, 1.061, 0.913], [0.853, 1.066, 1.320], [0.436, 2.709, 2.038], [0.057, 3.690, 1.115], [-0.409, 4.925, 1.531], [-0.532, 5.197, 2.884], [-0.166, 4.235, 3.812], [0.312, 3.000, 3.396], [0.864, -0.026, 2.797], [-0.194, -0.910, 2.992], [-0.273, -1.674, 4.149], [0.704, -1.562, 5.124], [1.776, -0.701, 4.930], [1.857, 0.059, 3.774], [2.228, -0.444, -1.403], [3.317, -1.697, -2.199], [2.779, -2.679, -3.031], [3.603, -3.536, -3.744], [4.982, -3.426, -3.645], [5.528, -2.448, -2.827], [4.705, -1.584, -2.122], [0.691, -1.444, -1.247], [0.348, -2.303, -0.208], [-0.865, -2.975, -0.224], [-1.749, -2.813, -1.282], [-1.409, -1.982, -2.338], [-0.203, -1.298, -2.319], [2.628, -1.120, 0.945], [4.048, -0.428, 0.186], [2.845, 1.850, 0.182], [3.283, 1.252, 1.785], [0.117, 3.478, 0.051], [-0.699, 5.664, 0.795], [-0.926, 6.148, 3.218], [-0.264, 4.435, 4.871], [0.570, 2.270, 4.147], [-0.960, -0.996, 2.230], [-1.104, -2.354, 4.290], [0.634, -2.141, 6.036], [2.547, -0.608, 5.684], [2.694, 0.732, 3.647], [1.707, -2.787, -3.119], [3.162, -4.291, -4.382], [5.625, -4.091, -4.207], [6.603, -2.352, -2.742], [5.162, -0.812, -1.515], [1.030, -2.466, 0.618], [-1.117, -3.636, 0.597], [-2.701, -3.328, -1.278], [-2.084, -1.853, -3.175], [0.072, -0.677, -3.166], [-1.506, 3.101, -4.582], [-1.210, 2.567, -3.517], [-0.096, 2.588, -2.912], [-2.356, 1.787, -2.821], [-3.556, 1.562, -3.533], [-4.571, 0.881, -2.930], [-4.413, 0.433, -1.596], [-5.403, -0.293, -0.897], [-5.188, -0.696, 0.392], [-3.980, -0.375, 1.045], [-3.002, 0.316, 0.389], [-3.186, 0.718, -0.953], [-2.178, 1.373, -1.591], [-3.615, 1.935, -4.545], [-5.504, 0.689, -3.447], [-6.335, -0.516, -1.404], [-5.949, -1.254, 0.922], [-3.839, -0.678, 2.075], [-2.063, 0.575, 0.862]], "forces_ev_per_angstrom": [[-0.4, 0.2, 0.2], [-0.1, 0.1, -0.1], [-0.1, -0.1, 0.1], [0.5, 0.5, 0.2], [-0.2, 0.0, -0.2], [0.1, -0.1, 0.1], [0.0, 0.0, -0.1], [0.0, 0.0, 0.1], [0.0, 0.0, 0.0], [0.1, 0.0, -0.1], [-0.2, 0.0, -0.2], [0.0, 0.1, 0.0], [-0.1, -0.1, 0.0], [0.0, 0.0, 0.0], [0.0, 0.0, 0.0], [0.0, 0.0, -0.1], [0.2, -0.4, 0.1], [0.0, 0.1, -0.2], [0.0, 0.0, 0.1], [0.0, 0.0, 0.0], [0.0, 0.0, 0.0], [0.1, 0.0, 0.0], [0.0, 0.0, 0.0], [-0.1, 0.0, -0.2], [0.1, 0.0, 0.0], [0.1, 0.0, 0.1], [-0.1, 0.1, 0.0], [-0.1, 0.0, 0.0], [0.1, -0.2, 0.0], [0.1, 0.0, 0.0], [0.0, 0.0, 0.0], [0.0, 0.0, 0.0], [0.0, 0.0, 0.0], [-0.1, 0.1, 0.0], [0.0, 0.0, 0.0], [0.0, 0.0, 0.0], [0.0, 0.0, 0.0], [0.0, -0.2, 0.0], [0.0, 0.0, 0.0], [0.0, 0.0, 0.0], [0.0, 0.0, 0.0], [0.0, 0.0, 0.0], [0.0, 0.0, 0.0], [0.0, 0.0, 0.0], [0.0, 0.0, 0.0], [0.0, 0.0, 0.0], [0.0, 0.0, 0.0], [0.0, 0.0, 0.0], [0.0, 0.0, 0.0], [0.0, 0.0, 0.0], [0.0, 0.0, 0.0], [0.0, 0.0, 0.0], [-0.1, 0.1, 0.1], [0.0, -0.1, 0.1], [0.0, 0.0, 0.1], [0.0, -0.1, 0.0], [0.2, 0.0, 0.1], [-0.2, -0.1, -0.1], [0.1, 0.1, 0.0], [0.2, 0.0, 0.1], [0.0, 0.0, 0.0], [-0.1, 0.0, -0.1], [0.1, 0.0, 0.0], [0.1, 0.0, 0.0], [-0.2, 0.0, -0.1], [0.0, 0.1, -0.1], [0.0, 0.0, 0.0], [0.0, 0.0, 0.0], [0.0, 0.0, 0.0], [0.0, 0.0, 0.0], [0.0, 0.0, 0.0], [0.0, 0.0, 0.0]], "mulliken_charge": [0.469, -1.036, -1.063, 0.853, 0.924, -0.712, -0.949, -0.446, -0.727, -0.348, 0.451, -0.086, -0.688, -0.598, -0.625, -0.654, 0.911, 0.801, -0.298, -0.777, -0.475, -0.695, -0.634, 0.106, -0.694, -0.775, -0.626, -0.719, -0.090, 0.320, 0.469, 0.451, 0.836, 0.384, 0.431, 0.382, 0.393, 0.362, 0.248, 0.436, 0.391, 0.414, 0.325, 0.279, 0.400, 0.379, 0.384, 0.329, 0.504, 0.422, 0.402, 0.441, 0.687, -0.719, 0.369, -0.593, 0.389, -0.636, -0.904, 1.250, -0.837, -0.607, -0.616, 0.059, -0.405, -0.163, 0.550, 0.417, 0.404, 0.402, 0.489, 0.279], "lumo_energy_ha": 0.0088, "fmax_ha_per_bohr": 0.0143, "gap_ha": 0.299}

What is the formula in the third record? C36H30AgNO2P2